No. 1
{
  "formula": "C6H11N3",
  "method": "ωB97M-V with the def2-TZVPD basis set",
  "symbols": ["N", "N", "H", "H", "H", "C", "H", "H", "H", "H", "C", "C", "C", "H", "C", "N", "H", "H", "H", "C"],
  "positions_angstrom": [[-0.168, 1.991, -2.276], [1.606, 1.449, 0.221], [3.408, 1.762, 0.268], [1.491, -1.898, 0.204], [0.845, -0.164, -1.441], [-0.507, 1.402, -1.192], [-0.838, 2.655, -2.391], [-1.798, -2.090, -0.092], [-0.902, 1.053, 1.704], [-2.215, -0.178, 1.337], [-0.740, -1.918, -0.288], [0.330, 0.416, -0.577], [-0.264, -0.640, 0.382], [-0.787, -0.655, 2.587], [-1.028, -0.068, 1.605], [2.663, 1.215, -0.272], [-1.371, 1.569, -0.586], [-0.605, -1.755, -1.356], [0.409, -2.236, 1.571], [0.470, -1.908, 0.592]],
  "forces_ev_per_a": [[1.50, -2.44, 1.59], [-3.34, -1.56, -0.11], [-0.83, -0.30, -0.70], [-0.46, -0.58, -0.33], [-0.16, 1.12, 1.58], [0.29, 0.23, -0.42], [-2.42, 2.72, -1.20], [0.57, -0.92, 0.63], [0.25, -1.40, 0.20], [2.66, 0.15, 1.07], [-0.57, 1.85, -1.01], [3.56, -2.05, -0.16], [0.13, 2.44, 0.60], [-0.56, 1.35, -1.79], [-2.53, -0.42, -0.28], [2.20, -0.14, -0.05], [-1.12, 0.95, 0.02], [0.26, -0.81, 0.06], [-0.21, -1.00, 1.67], [0.78, 0.82, -1.35]],
  "e_homo_ev": -8.34,
  "smiles": "[H]/N=C/[C@@H](/N=N/[H])C1(C)CC1",
  "orbital_gap_ev": 9.23,
  "lumo_energy_ev": 0.890
}


No. 2
{
  "formula": "H58O29",
  "method": "ωB97M-V with the def2-TZVPD basis set",
  "symbols": ["H", "H", "O", "H", "H", "O", "H", "H", "H", "H", "H", "H", "H", "H", "H", "O", "H", "H", "O", "H", "H", "H", "O", "O", "H", "H", "O", "H", "H", "H", "H", "O", "H", "O", "H", "H", "O", "O", "H", "H", "H", "H", "H", "H", "O", "O", "O", "O", "O", "H", "H", "H", "O", "O", "H", "H", "H", "O", "H", "O", "O", "H", "H", "H", "H", "H", "O", "H", "O", "O", "H", "H", "H", "O", "O", "O", "H", "H", "H", "H", "O", "H", "O", "H", "H", "H", "H"],
  "positions_angstrom": [[0.232, 2.654, 2.655], [-0.755, -1.194, -4.050], [-0.651, -5.084, 0.232], [2.552, 4.802, -1.510], [-4.821, -4.359, 1.000], [-0.647, 5.966, -2.412], [-0.220, 3.985, -5.504], [0.480, 4.360, 0.948], [-1.317, 0.780, 0.010], [1.672, -0.418, 2.615], [-0.808, -5.685, -0.578], [5.155, -2.800, 1.157], [0.654, -3.353, 4.774], [0.947, 4.174, -4.553], [-2.313, 2.550, 1.641], [-3.949, -4.163, 0.578], [-2.749, -2.976, 1.052], [3.392, 6.099, -1.277], [0.299, -0.941, 5.181], [-0.697, -2.929, 4.264], [3.496, -1.302, -1.352], [-2.146, -1.579, 0.463], [0.513, -1.281, 1.941], [3.893, -2.030, -1.913], [-1.386, 4.263, -1.823], [-3.347, 2.137, -4.324], [-4.346, -0.523, 2.554], [-1.566, -4.914, 0.409], [-2.097, -0.050, -1.001], [2.802, 2.008, -1.413], [-0.329, -1.774, -2.668], [0.220, 1.179, -2.878], [-3.669, -0.881, 1.924], [-3.568, 1.991, -3.383], [4.732, -1.665, -2.249], [1.794, 6.051, 0.682], [-2.103, -2.240, 1.193], [-1.690, 3.321, -1.875], [3.281, -0.280, 3.097], [0.450, -1.844, 2.718], [1.278, -5.054, 1.427], [-3.678, -3.516, -2.732], [1.523, 2.401, -2.397], [-0.300, 5.415, -3.129], [-0.084, 3.677, 0.530], [0.372, 1.856, 3.167], [1.679, -4.761, 2.226], [-3.321, -0.738, -2.152], [2.258, 2.745, -1.784], [4.814, -2.615, -0.321], [0.489, -0.424, 4.406], [-4.195, -4.058, -0.363], [-0.015, -3.580, 4.151], [-4.318, -3.450, -2.028], [-1.380, 2.994, -1.065], [1.692, -2.591, -1.139], [1.681, -0.547, -0.538], [-2.235, 1.594, 1.447], [-0.433, 1.937, -2.896], [1.497, 5.820, 1.572], [4.239, -3.474, 2.629], [1.237, 1.486, 2.929], [-1.545, 1.335, 2.134], [0.196, 6.030, -1.959], [0.528, 3.044, 0.152], [-2.995, 2.594, -2.863], [-1.010, -1.889, -3.379], [3.341, -3.854, 2.525], [2.483, -0.003, -0.524], [-1.187, -0.005, -0.531], [-4.382, 0.373, 2.248], [-4.515, -2.525, -2.045], [4.733, -4.187, 3.074], [-0.039, 4.170, -4.590], [5.521, -2.499, 0.318], [2.531, 5.656, -1.115], [0.247, -2.584, -0.526], [-0.060, 0.709, -2.085], [-2.607, -1.197, -2.635], [-0.288, -1.537, 1.421], [0.860, -2.088, -1.035], [0.564, -0.525, 5.988], [2.427, 0.129, 2.773], [-3.537, 0.018, -2.748], [0.965, -4.603, 2.898], [2.658, -0.321, 0.411], [0.925, 6.585, 1.826]],
  "forces_ev_per_a": [[0.22, 0.20, -0.27], [-0.33, -1.06, 1.08], [0.10, -1.78, -2.60], [0.24, -1.74, -0.49], [1.25, 0.27, -0.19], [0.60, -0.59, -0.14], [-0.31, -0.07, -0.65], [-0.09, 0.02, -0.17], [-0.01, 0.29, 0.69], [-0.33, -1.38, -0.49], [0.94, 1.24, 1.74], [-0.12, -0.15, 0.21], [0.67, 0.50, 0.85], [-1.03, -0.10, -0.01], [-0.02, -0.58, -0.43], [-1.39, -0.60, 0.35], [0.18, 0.73, -0.24], [-0.87, -0.65, 0.05], [-0.64, -1.63, -0.24], [-0.56, 0.51, 0.24], [0.51, -0.37, -0.82], [-0.15, -0.80, 0.45], [-1.03, -0.51, -0.46], [-0.16, 0.76, 0.39], [-0.37, -0.45, -0.38], [-0.14, -0.01, 0.83], [0.88, -1.03, -0.87], [-1.00, 0.62, 0.83], [1.59, -0.19, 0.47], [-1.17, 0.44, -0.68], [-0.46, -0.24, -0.50], [-0.97, 1.43, -0.49], [-0.64, -0.02, 1.01], [0.16, -0.08, -0.68], [-0.56, -0.21, 0.24], [0.32, -0.22, -0.32], [0.06, 0.43, -0.39], [-0.18, 1.48, -1.67], [-2.09, 0.20, -0.62], [-0.09, -0.61, 0.05], [-0.85, -0.32, -0.91], [0.44, -0.36, -0.32], [1.63, -0.34, 1.46], [-0.85, -0.02, -0.77], [-0.14, 0.15, 0.41], [-0.51, -0.23, 0.28], [0.30, 0.54, 1.95], [-0.19, 0.45, -0.64], [-0.47, 0.02, -0.56], [-0.13, -0.08, -0.30], [0.24, 1.00, 0.03], [0.36, 0.21, -0.13], [-0.18, -0.95, -0.99], [-0.15, -0.95, 0.00], [0.51, -0.88, 2.10], [-0.71, 0.01, 0.05], [-0.84, 0.08, -1.14], [1.10, 0.47, 1.52], [0.70, -0.95, -0.12], [-0.98, 1.06, 0.38], [-0.14, -0.65, 0.57], [0.13, 0.21, -0.05], [-0.92, 0.14, -0.99], [0.24, 0.59, 0.97], [0.47, -0.18, -0.19], [-0.07, -0.19, -0.17], [0.81, 1.29, -0.43], [0.16, 0.08, -0.19], [0.29, -1.05, 2.22], [-1.66, -0.20, -1.27], [-0.17, 0.96, -0.03], [-0.25, 1.31, 0.26], [-0.22, 0.50, -0.30], [1.54, 0.05, 0.65], [0.43, 0.22, 0.09], [0.48, 2.20, 0.48], [-0.74, -1.08, 0.95], [-0.08, -0.37, 0.48], [0.21, -0.08, 0.04], [0.53, 0.34, 0.56], [1.27, 0.63, -1.27], [0.35, 0.82, 0.25], [3.14, 1.43, 0.85], [0.03, -0.12, 0.56], [0.57, -0.08, -1.08], [0.68, 1.25, -0.80], [0.66, -0.99, -0.14]],
  "e_homo_ev": -10.08,
  "orbital_gap_ev": 9.96,
  "lumo_energy_ev": -0.113
}


No. 3
{
  "formula": "C13H11F6IrN7O6S2",
  "method": "ωB97M-V with the def2-TZVPD basis set",
  "symbols": ["H", "N", "S", "H", "H", "H", "C", "C", "C", "N", "O", "F", "F", "C", "N", "H", "N", "F", "H", "O", "N", "C", "O", "H", "O", "N", "C", "Ir", "F", "O", "H", "S", "N", "C", "H", "C", "C", "F", "O", "H", "C", "H", "C", "C", "F", "C"],
  "positions_angstrom": [[0.587, 2.189, -1.867], [0.612, 3.522, 1.096], [2.994, -1.242, 0.309], [-6.297, 1.856, 0.429], [-0.488, 0.242, 5.421], [-4.623, -2.260, -0.510], [-4.195, -1.310, -0.239], [-0.424, 0.383, 4.358], [1.442, -0.522, -2.999], [-2.286, 0.081, 0.321], [1.886, -0.278, 0.480], [3.313, -2.638, 2.505], [0.247, 0.019, -2.660], [2.567, -2.704, 1.415], [0.193, 1.588, 0.153], [1.102, 4.612, -0.681], [3.055, -1.799, -1.156], [1.277, -2.660, 1.776], [-5.056, 2.672, 1.407], [-1.881, -1.998, -0.125], [-4.406, 1.010, 0.308], [-3.047, 1.196, 0.548], [1.894, -3.114, -2.920], [-6.008, -0.181, -0.205], [0.592, -2.112, -1.066], [-0.416, 0.213, 2.164], [-4.935, -0.189, -0.068], [-0.363, -0.336, 0.302], [1.404, -0.822, -4.279], [4.262, -0.789, 0.752], [-0.850, -1.535, 3.337], [1.733, -2.071, -1.979], [-0.113, 1.606, 3.803], [-2.799, -1.146, -0.031], [0.679, 4.259, 1.779], [-0.100, 1.462, 2.472], [0.239, 2.259, 1.315], [2.797, -3.835, 0.778], [-2.601, 2.261, 0.933], [-5.080, 2.895, -0.352], [0.548, 2.468, -0.833], [0.093, 2.447, 4.317], [-0.596, -0.490, 3.329], [-5.264, 2.189, 0.456], [2.373, 0.399, -2.777], [0.800, 3.673, -0.256]],
  "forces_ev_per_a": [[0.04, 0.00, -0.03], [-0.13, -0.11, -0.06], [0.08, -0.14, -0.67], [-0.02, 0.07, -0.01], [-0.01, 0.00, 0.01], [0.02, -0.02, -0.03], [0.03, 0.34, 0.05], [0.01, -0.09, 0.03], [0.06, -0.09, -0.08], [-1.21, -0.86, -0.85], [-0.33, -0.47, 0.47], [-0.07, -0.01, 0.02], [-0.02, -0.01, 0.05], [0.02, 0.09, -0.10], [0.35, 0.63, 1.19], [0.00, 0.00, -0.05], [0.00, 0.03, -0.06], [0.01, 0.02, 0.02], [-0.01, 0.02, -0.02], [0.37, -0.31, 0.60], [-0.10, 0.06, -0.02], [0.26, -0.12, -0.04], [0.01, -0.01, -0.08], [0.00, -0.06, -0.02], [-0.47, 0.26, -0.62], [0.24, -0.11, 0.62], [0.13, -0.06, 0.06], [0.35, 0.85, -0.44], [0.03, 0.06, 0.03], [0.00, 0.05, 0.05], [0.01, -0.02, 0.00], [0.31, -0.10, 0.61], [0.07, -0.03, -0.15], [0.30, 0.28, 0.21], [0.03, -0.01, 0.00], [0.06, 0.13, -0.43], [-0.08, -0.48, -0.36], [-0.01, 0.00, 0.04], [-0.03, 0.11, -0.01], [0.01, 0.01, 0.02], [-0.13, -0.15, -0.06], [0.00, 0.00, 0.01], [-0.20, 0.21, 0.02], [0.01, -0.09, 0.06], [-0.04, -0.02, 0.01], [0.05, 0.18, 0.02]],
  "e_homo_ev": -12.32,
  "orbital_gap_ev": 8.47,
  "total_charge": 1,
  "lumo_energy_ev": -3.850
}


No. 4
{
  "formula": "C3H2N4",
  "method": "ωB97M-V with the def2-TZVPD basis set",
  "symbols": ["N", "N", "N", "H", "C", "C", "C", "N", "H"],
  "positions_angstrom": [[-1.172, -0.921, -0.178], [-0.771, -1.997, -0.244], [1.246, -1.130, -0.001], [2.250, -1.263, 0.071], [-1.324, 1.493, 0.035], [0.828, 0.075, 0.076], [-0.597, 0.282, -0.022], [-1.891, 2.504, 0.087], [1.457, 0.955, 0.212]],
  "forces_ev_per_a": [[0.40, -1.06, -0.06], [-0.44, 1.12, 0.06], [0.01, 0.31, 0.03], [-0.08, 0.03, 0.00], [-0.50, 0.83, 0.04], [-0.01, -0.19, -0.01], [0.11, 0.06, 0.02], [0.56, -0.97, -0.05], [-0.06, -0.12, -0.02]],
  "e_homo_ev": -9.33,
  "orbital_gap_ev": 8.82,
  "lumo_energy_ev": -0.507
}


No. 5
{
  "formula": "C9H17PS",
  "method": "ωB97M-V with the def2-TZVPD basis set",
  "symbols": ["H", "H", "H", "C", "C", "H", "H", "H", "S", "H", "H", "H", "C", "H", "H", "C", "C", "H", "C", "H", "C", "C", "H", "C", "H", "P", "H", "H"],
  "positions_angstrom": [[2.740, -1.586, -1.420], [1.679, -2.402, -0.231], [-0.516, 1.990, -1.212], [-2.785, 0.809, -0.166], [-2.192, 0.964, 1.197], [-0.983, -0.354, 2.446], [3.586, 1.266, 1.088], [3.416, -2.189, 0.029], [-1.086, -2.927, -0.474], [-2.897, 1.355, 1.910], [-1.601, 1.653, -2.590], [-2.259, -0.588, -1.763], [-1.713, -0.393, 1.625], [4.279, -0.522, 1.122], [-0.175, 0.569, -2.365], [3.675, 0.201, 0.600], [2.356, -0.501, 0.295], [-1.332, 1.577, 1.067], [-1.791, 0.127, -1.059], [4.103, 0.486, -0.424], [1.142, 0.138, 0.400], [2.461, -1.756, -0.447], [-2.508, -0.975, 1.999], [-0.921, 1.153, -1.858], [-3.724, 0.279, -0.150], [-0.822, -1.042, 0.006], [0.853, 0.908, 1.101], [-2.983, 1.759, -0.726]],
  "forces_ev_per_a": [[0.15, 0.17, -2.61], [-1.46, -1.19, -0.30], [-0.13, -1.22, -0.62], [-0.92, 1.12, -1.57], [-0.15, -0.31, -0.03], [-0.02, 0.07, -0.31], [0.00, -2.36, -0.39], [-1.24, -0.14, -0.83], [0.54, 0.52, 0.19], [-0.10, 0.51, 0.30], [0.60, -0.43, 0.32], [0.11, 0.57, 0.15], [2.27, -0.23, -0.60], [0.70, 0.25, 0.27], [0.68, 0.33, -0.33], [-0.92, 2.40, -1.12], [-2.68, 3.45, -0.24], [0.65, 1.04, 0.35], [1.11, -0.53, -1.10], [-0.13, -0.80, 1.32], [-0.59, -3.70, 0.16], [3.44, -0.53, 3.37], [-0.99, -1.19, -0.10], [-1.38, 0.40, 0.69], [-0.34, -0.35, 0.18], [0.76, 2.04, 2.03], [0.22, 0.44, -0.21], [-0.17, -0.34, 1.01]],
  "e_homo_ev": -8.28,
  "orbital_gap_ev": 8.90,
  "lumo_energy_ev": 0.620
}


No. 6
{
  "formula": "CH8NO",
  "method": "ωB97M-V with the def2-TZVPD basis set",
  "symbols": ["H", "H", "H", "H", "H", "C", "H", "N", "O", "H", "H"],
  "positions_angstrom": [[-1.135, 1.108, 1.539], [-1.527, -1.370, 1.041], [1.346, 0.100, 0.243], [-2.575, -0.097, 0.302], [2.220, -0.584, -1.083], [-1.537, -0.438, 0.440], [-1.251, -0.691, -0.601], [1.690, 0.219, -0.705], [-0.626, 0.474, 0.961], [2.439, 0.948, -0.733], [0.956, 0.330, -1.403]],
  "forces_ev_per_a": [[0.44, 0.17, 0.13], [0.21, -0.62, 0.43], [0.26, -0.24, -0.01], [0.05, 0.28, 1.17], [-0.19, -0.41, 0.72], [-0.61, 1.19, -2.09], [0.74, -0.60, 0.48], [1.89, -0.27, -1.16], [-1.76, -0.47, 0.31], [-0.97, 0.17, -0.02], [-0.06, 0.78, 0.04]],
  "e_homo_ev": [-24.63, -24.36],
  "orbital_gap_ev": [16.01, 8.76],
  "multiplicity": 2,
  "total_charge": 2,
  "lumo_energy_ev": [-8.613, -15.593]
}


These records have E values of -399.31331 -2216.85040 -2836.42253 -334.45422 -1092.58531 -172.05750 Eh, in the order they appear.
These records have ΔE to the lowest compared entry with this formula, charge and spin values of 114.2 41.1 34.4 44.5 34.2 6.4 kcal per mole, in the order they appear.